Record 1
{"formula": "C5H5F", "method": "ωB97M-V/def2-TZVPD", "lumo_ev": 0.6, "gap_ev": 9.47, "relative_energy_kcal_mol": 9.1, "e_tot_ev": -7981.851, "multiplicity": 1, "smiles": "FC1C=CC=C1", "elements": ["F", "C", "C", "C", "C", "C", "H", "H", "H", "H", "H"], "xyz": [[-2.2974, -0.0042, -0.4003], [-1.1173, 0.0421, 0.2965], [-0.2297, -1.1754, 0.0657], [1.0484, -0.7920, -0.1502], [1.1172, 0.6971, -0.1778], [-0.1360, 1.2143, 0.0018], [-1.2697, 0.0830, 1.3468], [-0.5540, -2.1548, -0.1788], [1.9037, -1.4238, -0.3660], [2.0047, 1.2867, -0.3759], [-0.4696, 2.2270, -0.0618]]}

Record 2
{"formula": "C5H5F2N", "method": "ωB97M-V/def2-TZVPD", "lumo_ev": -0.2, "gap_ev": 9.75, "relative_energy_kcal_mol": 83.2, "e_tot_ev": -12187.498, "multiplicity": 1, "smiles": "N#C/C(F)=C/CCF", "elements": ["N", "C", "C", "F", "C", "C", "C", "F", "H", "H", "H", "H", "H"], "xyz": [[-2.7182, 2.9216, 0.1707], [-1.7346, 2.1328, 0.4217], [-0.8424, 1.1752, 0.1535], [-0.2337, 1.4302, -0.9399], [-0.5695, 0.0545, 0.8052], [0.3833, -1.0788, 0.3491], [1.3115, -0.8175, -0.9280], [2.0369, -2.0501, -0.9106], [-1.2428, -0.0620, 1.7081], [1.1033, -1.1409, 1.2241], [-0.0849, -2.0212, 0.4940], [0.8415, -0.7386, -1.8590], [1.7495, 0.1948, -0.6890]]}

Record 3
{"formula": "C5H5F3O", "method": "ωB97M-V/def2-TZVPD", "lumo_ev": 0.8, "gap_ev": 9.58, "relative_energy_kcal_mol": 26.8, "e_tot_ev": -15462.864, "multiplicity": 1, "smiles": "C=C(OC)C(F)=C(F)F", "elements": ["C", "C", "O", "C", "C", "F", "C", "F", "F", "H", "H", "H", "H", "H"], "xyz": [[0.8205, -1.4788, 0.2040], [0.0675, -0.3560, 0.2159], [0.4325, 0.9562, 0.1575], [1.7952, 1.1400, -0.2016], [-1.4241, -0.5526, 0.0582], [-1.8982, -1.8242, -0.0884], [-2.3395, 0.4445, 0.1583], [-3.6111, 0.1143, -0.0568], [-2.0777, 1.7070, 0.2225], [1.8770, -1.4069, 0.3993], [0.3577, -2.3206, -0.0388], [1.7538, 2.1776, -0.2375], [1.9379, 0.9026, -1.2753], [2.3085, 0.4969, 0.4828]]}

Record 4
{"formula": "C5H5F3O2", "method": "ωB97M-V/def2-TZVPD", "lumo_ev": 0.6, "gap_ev": 11.41, "relative_energy_kcal_mol": 0.0, "e_tot_ev": -17512.306, "multiplicity": 1, "smiles": "O=C1CC[C@H](C(F)(F)F)O1", "elements": ["O", "C", "C", "C", "C", "C", "F", "F", "F", "O", "H", "H", "H", "H", "H"], "xyz": [[2.6495, -1.5860, 0.4079], [1.5959, -0.9377, 0.3639], [1.2854, 0.5957, 0.6598], [0.4418, 0.9720, -0.6465], [-0.4474, -0.3891, -0.6888], [-1.8694, -0.3119, 0.0996], [-1.9092, -1.3904, 1.0308], [-1.9995, 0.8855, 0.8570], [-2.9732, -0.4861, -0.7674], [0.3178, -1.4767, -0.0563], [0.4694, 0.5633, 1.4712], [2.1013, 1.2859, 1.0411], [-0.1035, 1.9426, -0.3742], [0.9838, 1.1410, -1.6403], [-0.5428, -0.8082, -1.7576]]}

Record 5
{"formula": "C5H5FKNaO4", "method": "ωB97M-V/def2-TZVPD", "lumo_ev": [-4.3, -4.3], "gap_ev": [6.05, 7.38], "total_charge": 1, "e_tot_ev": -36901.094, "multiplicity": 2, "elements": ["H", "O", "O", "O", "C", "C", "C", "H", "C", "C", "O", "K", "Na", "F", "H", "H", "H"], "xyz": [[1.5574, 1.5705, 0.2844], [0.3541, 0.7923, -1.3635], [2.1813, -0.2030, -1.8269], [0.3901, -1.4503, -1.1509], [1.3843, 1.5965, -0.7915], [2.4569, 1.1321, -1.5516], [0.8955, -0.4365, -1.5709], [3.4777, 1.4743, -1.6720], [-1.1947, -0.4406, 2.9588], [-0.8306, 0.3794, 1.8162], [-1.5341, -0.0810, 0.7342], [-1.9105, 0.9445, -0.8742], [-1.2144, -2.2677, 0.3483], [-1.1238, -1.8028, 2.7392], [-0.9827, -0.1897, 3.9985], [-0.0150, 1.6455, 1.4210], [0.2800, 0.2741, 1.8458]]}

Record 6
{"formula": "C5H5FLiO3Tl", "method": "ωB97M-V/def2-TZVPD", "lumo_ev": -0.2, "gap_ev": 7.78, "relative_energy_kcal_mol": 21.6, "e_tot_ev": -19021.250, "multiplicity": 1, "elements": ["C", "C", "O", "C", "O", "H", "H", "C", "C", "O", "Tl", "Li", "F", "H", "H", "H"], "xyz": [[1.5638, 2.3513, -0.8111], [1.0087, 1.9596, 0.4023], [-0.4618, 0.7166, 1.7378], [0.1008, 0.8778, 0.6310], [1.4720, 1.7798, -1.9392], [2.0917, 3.3253, -0.7879], [1.1700, 2.6184, 1.2552], [-1.6218, -2.2406, 0.3510], [-0.2724, -1.7969, 0.1447], [-0.0937, -0.0380, -0.3236], [0.4891, 0.4033, -2.5166], [-2.0430, -0.2583, 1.3535], [-2.2414, -2.6077, -0.8673], [-1.6767, -3.0740, 1.0672], [0.2161, -2.1491, -0.7754], [0.2986, -1.8675, 1.0784]]}

Record 7
{"formula": "C5H5FN2", "method": "ωB97M-V/def2-TZVPD", "lumo_ev": 0.5, "gap_ev": 9.24, "relative_energy_kcal_mol": 72.5, "e_tot_ev": -10959.982, "multiplicity": 1, "smiles": "C#CC(/C=C/F)=N/N", "elements": ["C", "C", "C", "C", "C", "F", "N", "N", "H", "H", "H", "H", "H"], "xyz": [[0.2834, 2.7965, -0.0518], [0.4729, 1.6066, -0.1205], [0.5030, 0.1429, -0.1200], [-0.7683, -0.6024, -0.1845], [-1.9466, -0.0479, 0.0760], [-3.0779, -0.7451, -0.0869], [1.6713, -0.3793, -0.0507], [1.8066, -1.7365, -0.0844], [0.2562, 3.8583, 0.0003], [-0.7922, -1.6273, -0.5114], [-2.1951, 0.9271, 0.4158], [2.7002, -1.9624, 0.2949], [1.0865, -2.2306, 0.4232]]}

Record 8
{"formula": "C5H5FO2", "method": "ωB97M-V/def2-TZVPD", "lumo_ev": [-1.0, -0.9], "gap_ev": [7.32, 7.41], "relative_energy_kcal_mol": 76.6, "e_tot_ev": -12074.567, "multiplicity": 1, "elements": ["C", "C", "C", "C", "C", "O", "O", "F", "H", "H", "H", "H", "H"], "xyz": [[-2.0039, 0.7322, 0.3638], [-2.4168, -0.5302, -0.3534], [-0.5057, 0.8646, 0.5799], [0.3633, -0.1227, -0.1841], [-0.3393, -1.5304, 0.0624], [-2.8313, 1.2736, 1.0373], [-3.1996, -0.9953, -1.0870], [-0.2952, -1.9586, 1.3566], [-0.3009, 1.8888, 0.3187], [-0.2394, 0.7636, 1.5314], [0.5081, 0.1800, -1.2425], [1.3752, -0.1645, 0.2289], [0.1235, -2.2930, -0.6099]]}

Record 9
{"formula": "C5H5FO2", "method": "ωB97M-V/def2-TZVPD", "lumo_ev": 0.3, "gap_ev": 10.28, "relative_energy_kcal_mol": 49.4, "e_tot_ev": -12075.747, "multiplicity": 1, "smiles": "O=C[C@@H]1C[C@]1(F)C=O", "elements": ["O", "C", "C", "C", "C", "F", "C", "O", "H", "H", "H", "H", "H"], "xyz": [[2.8010, 0.1000, -0.6997], [1.8101, -0.0660, -0.1337], [0.5608, 0.7006, -0.2113], [-0.3758, 0.8273, 0.9335], [-0.8838, 0.1267, -0.3131], [-1.6030, 0.7200, -1.2396], [-1.1504, -1.3392, -0.3586], [-0.7785, -2.1132, 0.4961], [1.6447, -0.7604, 0.7657], [0.5700, 1.5409, -1.0128], [-0.1158, -0.0232, 1.6588], [-0.7005, 1.8594, 1.2080], [-1.7787, -1.5729, -1.0932]]}

Record 10
{"formula": "C5H5N", "method": "ωB97M-V/def2-TZVPD", "lumo_ev": -0.3, "gap_ev": 8.12, "relative_energy_kcal_mol": 134.9, "e_tot_ev": -6750.056, "multiplicity": 1, "elements": ["C", "C", "C", "C", "C", "N", "H", "H", "H", "H", "H"], "xyz": [[0.2663, -0.6729, -1.8958], [0.2841, -1.0380, -0.6224], [-0.9376, 1.2723, 0.5423], [0.3108, -1.4570, 0.6350], [0.5851, 0.5203, -1.1016], [-0.2679, 1.3744, -0.5096], [-1.6877, 2.0123, 0.7677], [-0.8082, 0.4194, 1.2277], [-0.4779, -2.0772, 1.0368], [1.1894, -1.3381, 1.2527], [1.5437, 0.9843, -1.3329]]}

Record 11
{"formula": "C5H5N", "method": "ωB97M-V/def2-TZVPD", "lumo_ev": [-0.6, -0.9], "gap_ev": [7.15, 6.94], "relative_energy_kcal_mol": 131.7, "e_tot_ev": -6750.199, "multiplicity": 1, "elements": ["C", "C", "C", "C", "C", "N", "H", "H", "H", "H", "H"], "xyz": [[-2.1181, -0.8724, 0.0419], [-0.7589, -0.9511, -0.2736], [-2.3526, 0.4358, 0.1147], [-0.2139, 0.2960, -0.4194], [1.0796, 0.8211, -0.0752], [-1.9589, 1.5534, -0.0020], [-2.8208, -1.6548, 0.3159], [-0.2182, -1.8719, -0.2133], [1.4758, 1.3612, -0.8558], [1.6494, -0.1225, 0.3719], [1.0953, 1.5835, 0.6526]]}

Record 12
{"formula": "C5H5N", "method": "ωB97M-V/def2-TZVPD", "lumo_ev": 0.9, "gap_ev": 10.49, "relative_energy_kcal_mol": 10.6, "e_tot_ev": -6755.447, "multiplicity": 1, "smiles": "c1ccncc1", "elements": ["C", "C", "C", "N", "C", "C", "H", "H", "H", "H", "H"], "xyz": [[0.1264, -1.1792, 0.1916], [0.2779, -0.6854, -1.1144], [-0.0458, 0.6775, -1.3222], [-0.2619, 1.6153, -0.3475], [-0.1826, 1.1127, 0.9396], [-0.0311, -0.2814, 1.2872], [0.1874, -2.2262, 0.4493], [0.4447, -1.3990, -1.9077], [-0.0748, 1.1628, -2.2866], [-0.2606, 1.7702, 1.7928], [-0.1796, -0.5672, 2.3180]]}

Record 13
{"formula": "C5H5N", "method": "ωB97M-V/def2-TZVPD", "lumo_ev": 0.7, "gap_ev": 10.70, "relative_energy_kcal_mol": 60.5, "e_tot_ev": -6753.283, "multiplicity": 1, "smiles": "CC#CCC#N", "elements": ["C", "C", "C", "C", "C", "N", "H", "H", "H", "H", "H"], "xyz": [[-2.1101, 0.1270, -0.6112], [-0.8504, -0.5938, -0.4769], [0.2685, -0.7797, -0.0730], [1.3740, -0.2958, 0.7616], [2.5132, 0.2225, -0.0007], [3.3889, 0.6966, -0.5870], [-2.2995, 0.4785, -1.6267], [-1.9453, 1.0069, 0.0258], [-2.9703, -0.4205, -0.2220], [0.9326, 0.5630, 1.2847], [1.6985, -1.0046, 1.5254]]}

Record 14
{"formula": "C5H5N", "method": "ωB97M-V/def2-TZVPD", "lumo_ev": [-1.4, -1.1], "gap_ev": [8.03, 7.71], "relative_energy_kcal_mol": 114.1, "e_tot_ev": -6750.961, "multiplicity": 1, "elements": ["C", "C", "C", "C", "C", "N", "H", "H", "H", "H", "H"], "xyz": [[-1.6849, -1.6669, 0.2377], [-0.4223, -1.1406, 0.6031], [0.1670, 0.0784, 0.6936], [-0.0163, 1.2378, -0.2494], [1.1593, 1.2940, -1.1395], [2.0994, 1.3094, -1.8144], [-1.5335, -2.6765, -0.1956], [0.9961, 0.1655, 1.3919], [0.2315, -1.8976, 1.0577], [-0.9128, 1.0963, -0.8593], [-0.0835, 2.2002, 0.2741]]}

Record 15
{"formula": "C5H5N", "method": "ωB97M-V/def2-TZVPD", "lumo_ev": 0.0, "gap_ev": 9.84, "relative_energy_kcal_mol": 83.1, "e_tot_ev": -6752.305, "multiplicity": 1, "smiles": "CCC#CC#N", "elements": ["C", "C", "C", "C", "C", "N", "H", "H", "H", "H", "H"], "xyz": [[1.1208, -0.0167, 1.2206], [0.6333, -0.7547, -0.0301], [-0.4014, -0.0183, -0.7326], [-1.1805, 0.6336, -1.3713], [-2.3158, 1.2668, -1.8883], [-3.2978, 1.0435, -1.2949], [0.3083, 0.1148, 1.9422], [1.5077, 0.9734, 0.9599], [1.9205, -0.5910, 1.6965], [0.2473, -1.7461, 0.2335], [1.4575, -0.9052, -0.7353]]}

Record 16
{"formula": "C5H5N2P", "method": "ωB97M-V/def2-TZVPD", "lumo_ev": -0.5, "gap_ev": 7.99, "relative_energy_kcal_mol": 36.2, "e_tot_ev": -17531.875, "multiplicity": 1, "smiles": "C1=P[C@@H]1n1ccnc1", "elements": ["C", "P", "C", "N", "C", "C", "N", "C", "H", "H", "H", "H", "H"], "xyz": [[-1.6025, 0.5208, 1.8757], [-1.9711, 1.8960, 1.0411], [-0.3185, 0.7516, 1.1592], [0.0762, 0.1189, -0.0405], [1.3751, -0.0229, -0.4323], [1.2637, -0.4171, -1.7744], [-0.0166, -0.4752, -2.1537], [-0.7129, -0.1119, -1.1120], [-1.8369, -0.1531, 2.7483], [0.6483, 1.1760, 1.5834], [2.2624, -0.0449, 0.1468], [1.9799, -0.9375, -2.3637], [-1.7379, -0.0227, -1.0230]]}

Record 17
{"formula": "C5H5N3", "method": "ωB97M-V/def2-TZVPD", "lumo_ev": 0.5, "gap_ev": 10.58, "relative_energy_kcal_mol": 74.3, "e_tot_ev": -9732.268, "multiplicity": 1, "smiles": "C=C(C#N)N(C)C#N", "elements": ["C", "C", "C", "N", "N", "C", "C", "N", "H", "H", "H", "H", "H"], "xyz": [[0.2080, -2.0236, 0.2061], [0.3194, -0.7153, 0.0763], [1.8343, -0.1216, -0.3194], [2.9446, 0.1842, -0.3403], [-0.3662, 0.3465, -0.3814], [-0.1404, 1.7175, 0.0891], [-1.8563, -0.1271, -0.1533], [-2.9932, -0.3150, -0.1675], [-0.7614, -2.4935, 0.2537], [1.0901, -2.6425, 0.1889], [0.5686, 2.1918, -0.5901], [0.2394, 1.7483, 1.1108], [-1.0869, 2.2502, 0.0271]]}

Record 18
{"formula": "C5H5N3", "method": "ωB97M-V/def2-TZVPD", "lumo_ev": 0.8, "gap_ev": 9.57, "relative_energy_kcal_mol": 29.2, "e_tot_ev": -9734.223, "multiplicity": 1, "smiles": "C1=Cc2nn[nH]c2C1", "elements": ["C", "C", "C", "N", "N", "N", "C", "C", "H", "H", "H", "H", "H"], "xyz": [[-1.7018, -0.2978, -0.1173], [-0.9024, -1.3828, 0.0177], [0.5239, -0.9186, 0.0020], [1.7806, -1.3815, -0.0145], [2.5728, -0.3491, -0.0719], [1.8394, 0.7703, -0.0409], [0.5497, 0.4281, 0.0434], [-0.8573, 1.0140, -0.0006], [-2.8219, -0.3107, -0.1970], [-1.2304, -2.4261, 0.1074], [2.3085, 1.7046, 0.0425], [-1.0275, 1.7259, -0.7945], [-1.0335, 1.4236, 1.0235]]}